The following is a DFT calculation (ωB97M-V/def2-TZVPD) of a structure of composition C52H85N2O30S2 in a non-equilibrium geometry.

Highest occupied orbital energy   -10.519 eV
F_max   15.37 eV/Å
LUMO energy   -0.101 Ha
Orbital gap   7.78 eV

Structure (ORCA input):
```
! wB97M-V def2-TZVPD RIJCOSX def2/J DEFGRID3
* xyz 1 1
C 4.6839 -4.4681 0.3761
C 5.7566 -3.4112 0.1012
N 5.3958 -2.1398 0.7563
C 6.4944 -1.1340 0.6809
C 6.1302 0.2755 0.2531
C 4.1614 -1.6754 0.3170
S 3.6227 -1.6795 -1.2222
S 3.1051 -1.1556 1.6547
C 2.4512 0.5143 1.3302
C 1.4022 0.6795 0.2357
C 0.0775 -0.0405 0.4292
C 0.0528 -1.4324 -0.1106
C 0.0239 -1.5890 -1.6296
C -0.1626 -3.1155 -1.7524
N -0.9749 -3.4718 -0.5269
C -1.2341 -2.2036 0.2042
H 4.2691 -4.2687 1.3567
H 5.1054 -5.4635 0.3971
H 3.8743 -4.4070 -0.3345
H 5.8892 -3.2958 -0.9726
H 6.6785 -3.8126 0.5040
H 6.9098 -1.0584 1.6811
H 7.3015 -1.4949 0.0586
H 7.0319 0.8686 0.3401
H 5.8606 0.2950 -0.7934
H 5.3876 0.7362 0.8868
H 3.2324 1.2472 1.1709
H 1.9648 0.7890 2.2575
H 1.1721 1.7411 0.2236
H 1.7854 0.4406 -0.7484
H -0.6553 0.5022 -0.1580
H -0.2869 0.0063 1.4497
H 0.8557 -2.0927 0.2153
H -0.8411 -1.0863 -2.0299
H 0.9164 -1.3124 -2.1650
H -0.6740 -3.2934 -2.6827
H 0.8160 -3.5617 -1.6497
H -0.5899 -4.2400 0.0361
H -1.8252 -3.8858 -0.9158
H -2.0557 -1.7098 -0.2934
H -1.3746 -2.3716 1.2623
C -5.2841 2.9728 -2.0421
C -4.8671 1.7424 -1.2755
C -3.5608 1.8774 -0.5256
O -3.0686 0.5195 -0.5413
C -3.5918 -0.0900 -1.6243
O -3.2131 -1.1474 -2.0424
O -4.5678 0.6433 -2.1713
H -4.6059 3.1497 -2.8773
H -6.2838 2.8435 -2.4569
H -5.2876 3.8516 -1.3988
H -5.6696 1.4158 -0.6086
H -3.6861 2.2251 0.4900
H -2.8371 2.5140 -1.0385
C 0.4273 -2.6509 -4.5203
C -0.6553 -1.5991 -4.5424
C -0.2557 -0.2983 -5.1992
O -1.0625 0.6563 -4.4931
C -1.3314 0.1489 -3.2747
O -1.8244 0.7708 -2.3835
O -0.9779 -1.1538 -3.2046
H 1.2430 -2.3503 -3.8596
H 0.0354 -3.5967 -4.1445
H 0.8229 -2.8188 -5.5210
H -1.5686 -1.9981 -4.9896
H -0.4789 -0.2709 -6.2622
H 0.7968 -0.0485 -5.0428
C 1.0215 -9.2898 0.6102
C 0.1225 -8.0830 0.5082
C 0.8385 -6.7954 0.1636
O 0.0087 -5.8068 0.8163
C -0.6193 -6.4254 1.8681
O -1.2172 -5.8388 2.7073
O -0.4605 -7.7544 1.7904
H 1.6793 -9.2053 1.4751
H 0.4310 -10.1952 0.7401
H 1.6258 -9.3992 -0.2900
H -0.6978 -8.2749 -0.1882
H 0.8888 -6.6073 -0.9067
H 1.8422 -6.7372 0.5876
C -5.4333 0.9119 -3.7285
C -5.1566 0.7128 -5.1994
C -6.3683 0.3625 -6.0336
O -5.7971 -0.4309 -7.0858
C -4.6658 -0.9946 -6.6073
O -4.0501 -1.8572 -7.1463
O -4.3228 -0.4420 -5.4179
H -5.7127 -0.0332 -3.2597
H -4.5403 1.2752 -3.2176
H -6.2339 1.6372 -3.5813
H -4.6367 1.5827 -5.6080
H -6.8695 1.2340 -6.4463
H -7.0934 -0.2484 -5.4909
C 4.1480 2.4560 4.3313
C 3.1566 3.5926 4.3702
C 3.6716 4.9533 3.9922
O 2.8223 5.8190 4.7527
C 2.4114 5.1390 5.8513
O 1.8532 5.6232 6.7789
O 2.6956 3.8138 5.7176
H 4.8616 2.5286 5.1516
H 3.6130 1.5148 4.4647
H 4.6826 2.4179 3.3815
H 2.2902 3.3515 3.7454
H 3.5491 5.1434 2.9276
H 4.7104 5.1351 4.2779
C -1.5117 3.7501 -1.1184
C -1.5879 4.7113 -2.2841
C -0.8036 5.9812 -2.0563
O -1.5421 6.9463 -2.8229
C -2.8231 6.5059 -2.9060
O -3.7362 7.1509 -3.3038
O -2.9201 5.2244 -2.4590
H -2.0302 4.1661 -0.2510
H -1.9893 2.8003 -1.3527
H -0.4713 3.5537 -0.8536
H -1.2968 4.2157 -3.2150
H 0.2249 5.9209 -2.4040
H -0.8077 6.2755 -1.0130
C 0.4320 8.3624 3.8133
C 0.8063 8.3656 2.3521
C -0.3649 8.1476 1.4213
O 0.2423 7.4531 0.3159
C 1.3499 6.8306 0.7772
O 1.9625 6.0083 0.1685
O 1.6372 7.2291 2.0310
H 0.1094 7.3663 4.1172
H 1.2903 8.6208 4.4317
H -0.3644 9.0780 4.0172
H 1.3670 9.2669 2.0946
H -0.8427 9.0643 1.0874
H -1.1177 7.4878 1.8596
C -4.9811 5.7813 4.3248
C -5.0184 5.1004 2.9785
C -3.7662 4.3275 2.6282
O -3.7385 4.4182 1.1922
C -4.4058 5.5570 0.8457
O -4.3973 6.0246 -0.2444
O -5.0664 6.0636 1.9086
H -4.2561 6.5952 4.3217
H -5.9517 6.2147 4.5614
H -4.7204 5.0722 5.1105
H -5.9054 4.4666 2.8963
H -3.8068 3.2863 2.9425
H -2.8584 4.7879 3.0237
C 10.0103 -3.9466 2.4824
C 9.4535 -5.2861 2.9006
C 10.4096 -6.4460 2.7326
O 9.5195 -7.5439 2.4863
C 8.3873 -7.0425 1.9429
O 7.5260 -7.6900 1.4428
O 8.3672 -5.6883 2.0442
H 10.1566 -3.9137 1.4022
H 9.3174 -3.1454 2.7403
H 10.9609 -3.7508 2.9779
H 9.0713 -5.2368 3.9232
H 11.0104 -6.6368 3.6179
H 11.0672 -6.3298 1.8680
C -5.0030 -3.1521 -0.0738
C -5.5809 -4.3452 0.6512
C -4.7358 -5.5971 0.5733
O -5.7105 -6.6354 0.6469
C -6.8868 -6.1340 0.1724
O -7.8415 -6.7819 -0.0848
O -6.7987 -4.7821 0.0333
H -5.0181 -3.3064 -1.1533
H -5.5921 -2.2574 0.1271
H -3.9774 -2.9641 0.2483
H -5.8025 -4.0915 1.6912
H -4.0254 -5.6843 1.3948
H -4.2042 -5.6856 -0.3818
*
```



The following is a DFT calculation (ωB97M-V/def2-TZVPD) of a cluster of 13 separate species, C52H85N9O4 in total in a non-equilibrium geometry.

Highest occupied orbital energy   -7.810 eV
F_max   3.71 eV/Å
Energy above the lowest of the compared OMol25 structures with the same formula, charge and spin   0.019 eV
LUMO energy   0.016 Ha
Orbital gap   8.25 eV

Structure (ORCA input):
```
! wB97M-V def2-TZVPD RIJCOSX def2/J DEFGRID3
* xyz 0 1
C 19.3326 15.4111 11.8856
C 18.2413 16.4488 12.1143
O 18.6104 17.3478 13.1449
C 18.4690 16.8639 14.4563
C 19.0608 17.9500 15.4102
H 20.2352 15.8892 11.5049
H 19.6817 14.8347 12.7424
H 19.0280 14.6412 11.1767
H 18.1103 17.1222 11.2672
H 17.2834 15.9759 12.3311
H 17.3826 16.8291 14.5375
H 18.9407 15.8892 14.5805
H 19.1049 17.6078 16.4442
H 18.4219 18.8328 15.3849
H 20.0351 18.3546 15.1361
C 18.4712 12.5733 22.9838
C 16.9591 12.7219 22.8677
O 16.3641 12.1310 24.0030
C 14.9565 12.1397 24.0017
C 14.5113 11.4013 25.2874
H 18.9001 13.0238 23.8789
H 18.6852 11.5045 22.9765
H 18.9555 13.0554 22.1346
H 16.6249 13.7547 22.7691
H 16.5332 12.1866 22.0191
H 14.4889 13.1235 24.0395
H 14.5123 11.6723 23.1229
H 15.0088 10.4536 25.4936
H 13.4482 11.1661 25.2373
H 14.7097 12.0062 26.1722
C 8.7433 11.2335 17.5416
C 9.3818 9.9352 16.9922
O 10.6017 9.8445 17.6782
C 11.3466 8.6207 17.3770
C 12.5863 8.7493 18.2854
H 9.0085 12.1415 17.0001
H 7.6591 11.1574 17.4591
H 9.0173 11.3512 18.5900
H 8.8348 9.0056 17.1493
H 9.5620 10.0002 15.9191
H 10.7309 7.7640 17.6511
H 11.6632 8.4671 16.3453
H 12.3931 8.9161 19.3451
H 13.0456 9.6861 17.9699
H 13.2374 7.9113 18.0367
C 15.4613 11.5267 19.4662
C 16.7868 11.3943 18.7471
O 16.9257 12.4453 17.8166
C 18.1695 12.4733 17.1124
C 18.1520 13.2774 15.8118
H 14.5892 11.5883 18.8153
H 15.2686 10.7175 20.1706
H 15.3939 12.4771 19.9956
H 17.5414 11.4586 19.5309
H 16.7600 10.4300 18.2396
H 18.8709 12.9329 17.8088
H 18.4589 11.4355 16.9469
H 17.4882 12.8389 15.0668
H 19.1406 13.4057 15.3710
H 17.8429 14.2725 16.1319
N 21.6147 14.6155 19.6906
C 22.4260 13.4930 19.8605
C 22.3807 12.9109 18.6134
C 21.6091 13.5729 17.6901
C 21.0408 14.6213 18.4434
H 21.3182 15.2239 20.4403
H 22.9484 13.2376 20.7706
H 22.9773 12.0208 18.4788
H 21.4154 13.3075 16.6613
H 20.2620 15.3543 18.2928
N 20.4094 9.9025 20.1344
C 20.1679 9.8119 18.8045
C 19.0869 8.9360 18.4928
C 18.7039 8.4526 19.7681
C 19.4919 9.0862 20.7153
H 21.1208 10.4330 20.6165
H 20.8293 10.3842 18.1708
H 18.7006 8.6411 17.5283
H 17.8831 7.7814 19.9738
H 19.5017 8.9528 21.7870
N 17.0454 15.3673 19.5392
C 16.4294 16.4711 19.0780
C 17.1067 17.6139 19.5364
C 18.0387 17.1503 20.4839
C 17.9785 15.7788 20.4482
H 16.9182 14.4146 19.2289
H 15.5382 16.3783 18.4751
H 16.7839 18.6253 19.3383
H 18.6870 17.7380 21.1168
H 18.6176 15.0630 20.9436
N 14.2452 8.0356 14.3723
C 14.9939 9.1824 14.3130
C 15.9271 9.1395 15.3467
C 15.7565 7.9531 16.0422
C 14.6939 7.2502 15.4422
H 13.5199 7.8361 13.6983
H 14.8967 9.8461 13.4665
H 16.6915 9.8804 15.5288
H 16.3571 7.6106 16.8719
H 14.2582 6.2776 15.6170
N 14.7718 13.5248 16.3192
C 13.6872 13.1574 15.5428
C 13.1562 14.2664 14.8635
C 14.0244 15.3694 15.2012
C 14.9732 14.8683 16.0979
H 15.3351 12.9666 16.9446
H 13.3519 12.1319 15.5911
H 12.3590 14.3523 14.1399
H 13.9262 16.3934 14.8722
H 15.8074 15.2610 16.6603
N 18.0698 10.5622 10.4665
C 17.3824 10.5954 11.6176
C 16.7300 11.7906 11.6800
C 16.8913 12.4492 10.4470
C 17.7615 11.6451 9.7286
H 18.6150 9.7792 10.1352
H 17.5230 9.7704 12.3004
H 16.2123 12.2694 12.4980
H 16.4207 13.3899 10.2017
H 18.1542 11.7006 8.7241
N 20.1603 11.5822 13.3634
C 19.6271 10.7360 14.3104
C 20.7112 10.5104 15.1953
C 21.8864 11.0861 14.7691
C 21.4841 11.8587 13.6982
H 19.6194 12.0206 12.6318
H 18.5932 10.4393 14.2135
H 20.6708 9.9479 16.1163
H 22.8838 11.0097 15.1763
H 22.0659 12.4648 13.0195
N 12.6168 7.0753 21.5605
C 13.8762 7.4469 21.1385
C 14.3172 8.6000 21.7753
C 13.2666 8.9696 22.6670
C 12.2662 7.9914 22.5404
H 12.0821 6.2824 21.2357
H 14.2860 6.7853 20.3896
H 15.2301 9.1492 21.5979
H 13.2765 9.7467 23.4170
H 11.3727 7.7362 23.0909
N 11.8137 12.0485 19.3239
C 12.1492 13.3561 19.0745
C 12.6320 13.9405 20.2061
C 12.5536 12.9306 21.2355
C 12.1025 11.7955 20.6352
H 11.3892 11.3957 18.6806
H 12.1061 13.7417 18.0666
H 12.9503 14.9664 20.3185
H 12.8779 13.1066 22.2505
H 11.8148 10.8397 21.0476
*
```